1.
The following is a DFT calculation (ωB97M-V/def2-TZVPD) of C16H39As3AuOP as an isolated structure.

The geometry in XYZ format:
```
61
Properties=species:S:1:pos:R:3:lowdin_charge:R:1
Au -0.288 2.370 -0.479 0.595
C -2.002 -1.902 -2.512 -0.306
As -1.090 -1.111 -0.967 1.084
C -2.458 -1.546 0.384 -0.301
C 0.239 -2.562 -0.662 -0.323
C 1.478 -2.168 0.139 -0.703
C 1.094 -1.517 1.455 -0.099
C 2.311 -1.167 -0.678 -0.262
As 1.672 0.728 -0.817 1.023
C 1.930 0.967 -2.724 -0.285
C 3.221 1.702 -0.143 -0.269
C 2.377 -3.397 0.398 -0.348
As 1.886 -4.839 1.734 1.144
C 2.397 -4.074 3.468 -0.342
C -0.069 -4.996 1.964 -0.345
H -2.106 -2.975 -2.346 0.040
H -1.446 -1.736 -3.433 0.023
H -2.992 -1.460 -2.622 0.028
H -2.715 -2.601 0.300 0.038
H -3.360 -0.962 0.197 0.022
H -2.115 -1.335 1.395 0.011
H 0.540 -2.915 -1.652 0.089
H -0.298 -3.377 -0.170 0.066
H 0.470 -0.645 1.243 0.001
H 1.989 -1.192 1.986 0.103
H 0.535 -2.206 2.082 0.062
H 2.421 -1.523 -1.708 0.096
H 3.314 -1.066 -0.248 0.094
H 2.899 0.563 -3.025 0.054
H 1.907 2.032 -2.965 0.031
H 1.141 0.459 -3.282 0.031
H 4.127 1.367 -0.655 0.053
H 3.327 1.562 0.935 0.032
H 3.073 2.767 -0.347 0.036
H 3.356 -3.075 0.771 0.069
H 2.550 -3.919 -0.547 0.069
H 3.384 -3.621 3.404 0.021
H 2.437 -4.885 4.194 0.023
H 1.671 -3.336 3.810 0.010
H -0.524 -5.459 1.091 0.017
H -0.542 -4.036 2.171 -0.004
H -0.228 -5.653 2.818 0.028
C -1.300 2.248 2.596 0.000
C -0.068 1.990 1.823 -0.293
O 0.957 1.491 2.165 0.110
H -1.153 2.084 3.665 0.124
H -2.064 1.569 2.216 0.102
H -1.644 3.265 2.427 0.089
C -1.912 5.625 -0.215 -0.240
P -1.809 4.075 -1.167 0.676
C -1.436 4.635 -2.859 -0.243
C -3.540 3.509 -1.229 -0.245
H -2.542 6.336 -0.756 0.070
H -0.920 6.054 -0.086 0.056
H -2.353 5.433 0.763 0.047
H -2.186 5.353 -3.194 0.070
H -1.427 3.780 -3.534 0.052
H -0.456 5.113 -2.866 0.056
H -4.164 4.260 -1.712 0.068
H -3.897 3.350 -0.212 0.049
H -3.602 2.574 -1.785 0.048
```

Its LUMO energy (spin up / spin down) is -9.0 / -9.1 eV. For the orbital gap (spin up / spin down), the calculation gives 3.33 / 3.27 eV. As for the net charge: +2. The relative energy (zero: lowest compared OMol25 entry of this formula, charge and spin) is 58.82 kcal per mole.

2.
The following is a DFT calculation (ωB97M-V/def2-TZVPD) of a 5-piece molecular cluster, C16H39F6N9O9P2S2 overall.

The geometry in XYZ format:
```
83
Properties=species:S:1:pos:R:3:lowdin_charge:R:1
N -1.684 2.313 -0.007 -0.680
O -0.580 1.861 -0.220 -0.038
O -2.235 2.052 1.059 -0.090
O -2.172 3.066 -0.836 -0.060
C 4.171 1.113 -4.173 -0.604
F 4.104 0.779 -5.478 0.101
F 5.191 0.423 -3.592 0.091
F 4.430 2.422 -4.056 0.116
S 2.492 0.669 -3.303 0.652
O 1.388 0.768 -4.235 -0.321
O 2.660 -0.628 -2.685 -0.323
N 2.258 1.974 -2.208 -0.266
S 2.928 1.448 -0.930 0.541
O 2.221 0.432 -0.226 -0.309
O 4.414 1.210 -1.035 -0.373
C 2.805 3.120 0.113 -0.641
F 3.118 3.000 1.409 0.103
F 3.633 4.005 -0.393 0.132
F 1.522 3.522 0.118 0.112
O 1.089 -1.780 5.847 -0.345
P 1.633 -1.282 4.525 0.565
N 2.856 -0.074 4.670 -0.294
C 3.351 0.588 3.459 -0.134
C 3.828 -0.102 5.782 -0.116
N 0.467 -0.575 3.614 -0.311
C -0.656 -1.426 3.058 -0.075
C 0.008 0.743 4.009 -0.100
N 2.289 -2.500 3.484 -0.293
C 2.872 -3.782 4.047 -0.100
C 2.538 -2.158 2.080 -0.115
H 2.617 0.641 2.655 0.063
H 4.156 -0.016 3.039 0.072
H 3.704 1.602 3.648 0.080
H 3.381 0.360 6.663 0.066
H 4.670 0.560 5.581 0.072
H 4.091 -1.117 6.080 0.065
H -0.492 -2.406 2.610 0.072
H -1.474 -1.529 3.771 0.075
H -0.993 -0.784 2.243 0.073
H -0.807 0.958 3.319 0.072
H -0.369 0.809 5.030 0.082
H 0.783 1.472 3.769 0.079
H 2.198 -4.532 3.633 0.066
H 3.910 -3.998 3.794 0.063
H 2.803 -3.797 5.135 0.057
H 1.727 -1.521 1.726 0.060
H 2.652 -3.071 1.495 0.082
H 3.448 -1.566 1.973 0.059
O -1.393 0.949 -3.642 -0.249
P -2.175 -0.279 -3.496 0.556
N -3.842 0.066 -3.491 -0.283
C -4.933 -0.803 -3.727 -0.181
C -4.316 1.205 -2.582 -0.073
N -1.857 -1.239 -2.118 -0.288
C -2.837 -1.978 -1.443 -0.157
C -0.428 -1.406 -1.672 -0.068
N -1.980 -1.314 -4.837 -0.307
C -2.283 -0.718 -6.196 -0.101
C -0.832 -2.213 -4.891 -0.120
H -5.095 -1.546 -2.947 0.058
H -4.656 -1.294 -4.661 0.063
H -5.868 -0.251 -3.818 0.071
H -5.391 1.228 -2.400 0.062
H -4.099 2.179 -3.021 0.076
H -3.832 1.172 -1.605 0.062
H -2.352 -2.421 -0.573 0.080
H -3.701 -1.402 -1.111 0.071
H -3.179 -2.773 -2.105 0.069
H 0.068 -0.506 -2.036 0.055
H -0.327 -1.313 -0.591 0.076
H -0.007 -2.345 -2.031 0.070
H -3.194 -0.120 -6.149 0.067
H -1.371 -0.165 -6.419 0.077
H -2.287 -1.472 -6.984 0.059
H -0.852 -2.703 -5.864 0.070
H -0.880 -2.973 -4.110 0.066
H 0.058 -1.601 -4.742 0.076
C -4.241 3.732 2.839 -0.073
C -3.118 3.858 3.819 -0.286
N -2.280 3.984 4.589 0.105
H -4.482 2.670 2.799 0.076
H -3.929 4.196 1.903 0.077
H -5.051 4.332 3.253 0.062
```

Its LUMO energy is 4.4 eV. For the orbital gap, the calculation gives 6.68 eV. As for the net charge: -2.

3.
The following is a DFT calculation (ωB97M-V/def2-TZVPD) of a 5-piece molecular cluster, C16H40BN2O6S4 overall.

The geometry in XYZ format:
```
69
Properties=species:S:1:pos:R:3:lowdin_charge:R:1
C 2.485 4.379 -1.463 -0.070
O 2.968 3.337 -2.370 -0.050
B 2.208 2.114 -2.167 -0.433
O 0.822 2.046 -2.582 0.079
C 2.882 0.778 -1.519 0.014
C 2.787 0.158 -0.110 0.085
N 3.678 -0.997 -0.231 0.100
C 4.255 -1.086 -1.551 -0.135
C 5.280 -2.286 -1.797 -0.095
C 4.925 -3.242 -3.046 -0.386
C 5.442 -4.742 -2.648 -0.091
C 3.387 -3.218 -3.504 -0.103
N 3.797 -0.007 -2.385 0.166
H 2.884 5.405 -1.797 0.116
H 1.331 4.437 -1.566 0.102
H 2.749 4.184 -0.366 0.110
H 0.866 2.149 -3.572 0.137
H 2.185 0.563 0.770 0.107
H 3.857 -1.634 0.563 0.173
H 5.353 -2.917 -0.829 0.125
H 6.328 -1.821 -1.966 0.141
H 5.614 -2.916 -3.917 0.137
H 6.268 -4.628 -1.857 0.076
H 4.590 -5.327 -2.124 0.095
H 5.848 -5.314 -3.569 0.097
H 2.632 -3.343 -2.644 0.094
H 3.133 -2.319 -4.187 0.078
H 3.237 -4.151 -4.179 0.096
H 4.089 0.160 -3.356 0.178
C -1.614 0.146 3.644 -0.247
S -0.808 0.070 2.030 0.833
O 0.597 0.570 2.204 -0.595
C -1.767 1.402 1.278 -0.259
H -1.142 -0.587 4.302 0.022
H -1.499 1.143 4.072 0.065
H -2.672 -0.096 3.534 0.063
H -1.643 2.322 1.853 0.066
H -2.821 1.119 1.245 0.061
H -1.404 1.558 0.262 0.024
C -4.377 4.533 -2.924 -0.258
S -3.874 2.859 -2.472 0.823
O -4.521 2.533 -1.163 -0.562
C -2.148 3.266 -2.134 -0.284
H -5.446 4.525 -3.142 0.055
H -4.182 5.217 -2.096 0.061
H -3.830 4.851 -3.812 0.055
H -2.090 4.029 -1.355 0.065
H -1.672 3.625 -3.048 0.053
H -1.640 2.363 -1.793 0.019
C 1.827 -0.734 6.937 -0.268
S 1.173 -2.203 6.114 0.800
O -0.316 -2.067 6.069 -0.562
C 1.573 -3.356 7.445 -0.268
H 1.649 0.129 6.294 0.048
H 1.320 -0.585 7.892 0.061
H 2.900 -0.853 7.095 0.053
H 1.083 -3.044 8.369 0.061
H 2.655 -3.388 7.586 0.054
H 1.216 -4.347 7.162 0.052
C -6.795 0.392 -2.092 -0.280
S -7.006 -1.352 -1.678 0.799
O -8.224 -1.839 -2.394 -0.558
C -7.465 -1.080 0.047 -0.273
H -6.540 0.468 -3.150 0.050
H -7.724 0.935 -1.904 0.063
H -5.986 0.814 -1.493 0.012
H -8.352 -0.445 0.102 0.058
H -6.634 -0.610 0.576 0.048
H -7.683 -2.046 0.503 0.049
```

Its LUMO energy is -3.0 eV. For the orbital gap, the calculation gives 6.92 eV. As for the net charge: +1.

no.,electronic energy (Eh)
1,-7892.009787
2,-3881.236139
3,-2811.806795